# 1
DFT (the ωB97M-V functional and the def2-TZVPD basis) results for a 2-piece molecular cluster, C5H13NSi overall.

Each line ends with the Mulliken charge.
CARTESIAN COORDINATES (ANGSTROEM)
C -3.309 0.531 -0.414  -0.630
C -2.236 1.265 -0.108  -0.212
C 0.174 -1.987 1.047  -0.980
C -0.403 -1.446 -1.215  -1.116
C 2.768 2.052 -0.151  -1.019
N -0.498 -1.055 0.175  0.357
Si -0.652 0.603 0.607  -0.128
H -4.232 0.973 -0.755  0.268
H -3.293 -0.545 -0.349  0.276
H -2.319 2.344 -0.176  0.297
H 1.256 -2.016 0.866  0.303
H 0.002 -1.705 2.083  0.308
H -0.222 -2.994 0.885  0.307
H -0.831 -2.444 -1.351  0.328
H -0.944 -0.739 -1.837  0.391
H 0.641 -1.478 -1.548  0.302
H 2.583 2.908 -0.764  0.330
H 3.115 2.235 0.845  0.348
H 3.093 1.154 -0.636  0.319
H 0.643 1.382 0.506  -0.047

- HOMO-LUMO gap (alpha / beta) (eV) = 7.009 / 8.048
- multiplicity = 1
- HOMO level (alpha / beta) (eV) = -6.8 / -8.4
- ΔE to the lowest compared entry with this formula, charge and spin (kJ/mol) = 466.2
- LUMO energy (alpha / beta) (eV) = 0.177 / -0.313

# 2
DFT (the ωB97M-V functional and the def2-TZVPD basis) results for a 2-piece molecular cluster, C4H8NO3 overall.

Each line ends with the Mulliken spin population.
CARTESIAN COORDINATES (ANGSTROEM)
C 1.856 -2.248 -1.274  0.249
C 1.356 -0.730 -1.485  -0.055
O 1.566 0.042 -0.528  0.166
O 0.889 -0.524 -2.596  0.627
H 1.170 -2.482 -0.461  0.003
H 2.884 -2.165 -0.879  0.002
H 1.917 -2.650 -2.268  -0.001
C -1.285 0.383 2.694  0.000
C -1.451 1.019 1.330  0.000
O -2.053 2.089 1.267  0.002
N -1.002 0.405 0.234  0.007
H -0.855 0.940 -0.610  0.001
H -0.454 -0.431 0.297  -0.001
H -0.431 -0.285 2.850  0.000
H -2.232 0.034 3.105  0.000
H -1.025 1.245 3.300  0.000

- HOMO-LUMO gap (alpha / beta) (eV) = 9.843 / 5.309
- multiplicity = 2
- HOMO level (alpha / beta) (eV) = -9.4 / -9.4
- ΔE to the lowest compared entry with this formula, charge and spin (kJ/mol) = 83.6
- LUMO energy (alpha / beta) (eV) = 0.419 / -4.112

Number 1: energy -14759.228 eV. Number 2: energy -11908.104 eV.